44
Properties=species:S:1:pos:R:3:forces:R:3:nbo_charge:R:1 method="wB97M-V/def2-TZVPD" smiles=CN1CCCC1.O.O.O.O.O.O.O.O.O de_lowest_kj_mol=336.6 largest_force_ev_per_a=3.7 spin_multiplicity=1 homo_ha=-0.3059 orbital_gap_ev=8.17
C 0.9447 2.1190 0.6220 1.61 -1.07 3.02 -0.24
N 1.0130 1.0019 -0.3088 -1.54 0.05 -0.24 -0.48
C 0.0719 1.0642 -1.4417 0.13 1.07 0.69 -0.42
C 0.8209 -0.2512 0.4471 1.50 -0.99 0.75 -0.23
C 0.9692 0.0434 1.9835 0.87 -0.32 -0.86 -0.44
C 0.6465 1.4948 2.0698 -1.65 3.20 -0.74 -0.44
H 1.9223 2.4290 0.9326 1.48 0.14 -1.12 0.18
H 0.5480 3.1112 0.4756 -1.37 -0.24 -0.98 0.22
H -0.9609 1.2568 -1.1161 -0.03 -0.09 0.11 0.17
H 0.3342 1.9740 -2.0291 -0.07 -1.04 -0.20 0.21
H 0.0362 0.0948 -1.9480 0.40 0.56 -0.38 0.21
H -0.0334 -0.8736 0.2198 -0.74 0.57 -0.23 0.20
H 1.6581 -0.8986 0.1350 -0.40 -0.13 0.34 0.21
H 0.3916 -0.5115 2.7140 -0.60 -0.46 -0.44 0.21
H 2.0056 -0.2414 2.2337 -0.13 0.67 0.01 0.20
H 1.2816 2.1512 2.6948 -0.49 -0.73 -0.02 0.20
H -0.4236 1.7527 2.2989 1.01 -0.86 0.21 0.24
H -3.3945 1.3411 2.1687 0.06 -0.18 -0.25 0.49
H -2.2919 1.3048 1.0918 -0.21 -0.23 0.33 0.47
O -2.5683 1.7539 1.8982 0.03 0.54 0.00 -0.95
H 2.0015 -0.8880 -4.1686 -0.39 -0.27 0.23 0.47
H 1.5880 -2.4218 -4.0121 -0.20 0.38 0.43 0.48
O 2.1671 -1.7919 -4.4423 0.56 -0.14 -0.72 -0.95
H 2.6099 -0.0796 -2.3123 0.18 -0.09 -0.10 0.45
H 2.7570 0.2230 -0.8665 0.33 0.29 -0.50 0.48
O 3.2959 -0.0455 -1.6393 -0.17 -0.02 0.36 -0.94
H -1.9799 -2.5702 0.7792 0.05 0.21 0.07 0.50
H -0.8731 -2.9643 1.7802 -0.03 0.08 -0.25 0.49
O -1.0525 -2.8346 0.8386 -0.63 -0.23 0.60 -0.96
H -1.9692 -1.8449 -3.0533 0.04 0.07 0.08 0.48
H -1.2538 -1.8566 -1.6977 -0.02 0.10 -0.23 0.48
O -1.8402 -1.3205 -2.2537 -0.02 -0.38 0.13 -0.96
H -3.8059 2.7753 -1.5813 -0.10 0.28 0.41 0.49
H -3.0747 2.7115 -0.1570 -0.50 0.40 -0.10 0.49
O -3.1245 2.3587 -1.0515 0.56 -0.59 -0.21 -0.98
H 0.0503 -3.2451 -0.3418 0.97 0.88 -1.06 0.48
H 1.2928 -3.9142 -0.3777 0.93 0.04 -0.61 0.46
O 0.9099 -3.1711 -0.8659 -1.50 -1.06 1.21 -0.97
H -2.6512 -0.0380 -0.3648 -0.12 -0.02 -0.19 0.49
H -3.6874 -1.1163 -0.3105 -0.08 0.14 0.00 0.48
O -3.2119 -0.5085 0.2689 0.09 -0.42 -0.07 -0.97
H 1.5295 1.6330 4.2586 -0.11 -0.30 -0.02 0.47
H 2.6102 0.5181 4.3005 -0.22 0.00 -0.13 0.47
O 2.3944 1.4044 4.5978 0.55 0.19 0.67 -0.94

14
Properties=species:S:1:pos:R:3:forces:R:3:mulliken_spin:R:1 method="wB97M-V/def2-TZVPD" s_squared=2.0073 de_lowest_kj_mol=0.0 largest_force_ev_per_a=7.9 spin_multiplicity=3 total_charge=+3 homo_ha="-0.8745 / -0.9017" orbital_gap_ev="11.06 / 4.73"
O 3.2689 -1.1819 0.6133 -2.71 0.38 -0.54 -0.01
C 2.1657 -1.0224 0.3951 2.78 -0.47 0.56 0.08
Au -0.7044 -0.9037 -0.1570 1.08 1.44 -0.02 0.48
O -1.2312 -3.9845 -0.4451 2.24 5.33 0.69 0.01
C -0.8288 -2.9065 -0.3121 -2.32 -7.47 -0.79 0.03
C -2.2527 0.4249 -0.4420 -5.80 4.03 -0.96 0.15
O -3.2083 1.0697 -0.6082 5.20 -3.49 0.89 -0.01
C 0.3057 -0.2763 -2.0155 0.97 1.37 -5.93 0.14
O 0.6070 0.0608 -3.0839 -1.29 -1.68 5.45 -0.01
C -0.5090 -0.4631 1.9308 -1.36 0.60 5.31 0.15
O -0.6527 -0.2408 3.0508 0.87 -0.91 -4.76 -0.01
O 0.8990 2.7650 0.2976 -0.51 -1.11 -0.22 1.03
H 0.3589 3.5701 0.2539 -1.29 1.53 -0.17 -0.02
H 1.7817 3.0887 0.5222 2.15 0.45 0.49 -0.02

14
Properties=species:S:1:pos:R:3:forces:R:3:nbo_charge:R:1 method="wB97M-V/def2-TZVPD" de_lowest_kj_mol=0.0 largest_force_ev_per_a=4.3 spin_multiplicity=1 total_charge=-1 homo_ha=-0.1504 orbital_gap_ev=6.42
C -0.2022 -1.5336 0.0752 -0.28 -0.67 -3.32 0.60
C 0.8357 -0.8342 -2.2227 -0.03 -3.22 -1.01 0.57
C 0.3075 -2.1375 -3.0827 1.59 1.39 2.61 0.74
C -0.9296 -0.6901 1.0099 1.97 3.73 -0.95 -0.36
C 0.3383 0.5933 -0.1691 -1.71 -3.65 -0.93 -0.02
N 0.2638 -0.6299 -0.9609 -1.22 0.14 3.55 -0.53
O 1.0220 -3.1103 -3.2202 0.38 -0.56 -0.50 -0.71
O -0.0956 -2.7256 0.0851 0.38 -0.21 0.52 -0.54
O 1.5705 -0.0367 -2.7160 0.91 1.84 -0.07 -0.61
O -0.8087 -1.7775 -3.3795 -2.63 -0.06 -1.40 -0.73
Cl -0.3670 1.8709 -1.0305 -0.29 1.20 0.24 0.04
Br -0.7822 -1.0143 2.8548 -0.19 0.00 -0.20 0.09
H -1.6919 0.0233 0.6667 -0.11 -1.03 0.30 0.26
H 1.3238 0.6662 0.1676 1.23 1.09 1.17 0.20

13
Properties=species:S:1:pos:R:3:forces:R:3:nbo_charge:R:1 method="wB97M-V/def2-TZVPD" largest_force_ev_per_a=4.4 spin_multiplicity=1 total_charge=-1 homo_ha=-0.1941 orbital_gap_ev=8.69
C 1.2318 0.3516 0.4984 -1.53 2.39 -0.29 -0.15
C 1.4269 0.1367 -0.8260 0.72 0.43 4.29 -0.09
C -0.2086 0.9090 0.8637 1.99 1.13 -0.24 0.62
C -0.3575 0.5148 -2.5127 1.24 -0.59 0.54 0.29
C -0.9557 -1.5486 0.5834 1.59 2.06 0.58 0.93
N 0.5161 0.2156 -1.7752 -3.00 0.72 -2.98 -0.53
N -1.0547 0.0639 0.3124 -1.61 -0.93 0.35 -0.65
O -1.9469 -2.0829 0.2582 -2.39 -1.91 -0.89 -0.66
O -0.4251 2.0442 1.3070 0.65 -1.25 -0.25 -0.65
O 0.1119 -1.7645 1.1047 1.09 -1.08 0.63 -0.71
Br -2.7763 0.6264 0.0809 -0.64 0.54 -0.05 0.19
H 2.0510 0.6418 1.1837 -0.44 -0.98 -0.50 0.22
H 2.3871 -0.1081 -1.0785 2.31 -0.53 -1.18 0.20

11
Properties=species:S:1:pos:R:3:forces:R:3:nbo_charge:R:1 method="wB97M-V/def2-TZVPD" smiles="N#C[C@]1(Cl)C(=O)[C@@H]1C=S" de_lowest_kj_mol=207.8 largest_force_ev_per_a=3.9 spin_multiplicity=1 homo_ha=-0.3514 orbital_gap_ev=8.25
C 1.6065 0.6857 -0.5267 3.39 0.00 0.96 0.22
C -0.5608 -0.3320 -0.0988 -0.06 0.03 2.47 -0.41
C -0.0804 -1.0517 1.1134 -2.95 -1.66 -0.40 -0.22
C -0.8600 1.0997 -0.0327 -0.02 -0.09 -0.47 0.65
C 0.2953 0.7198 -0.9513 -2.87 -2.10 -1.47 -0.23
N 2.6830 0.5273 -0.1275 -1.10 0.37 -0.40 -0.23
O -1.6195 1.9315 0.3027 0.21 0.30 -0.02 -0.39
S -0.8841 -2.2539 1.9031 0.66 1.27 -1.13 0.09
Cl 0.0300 0.3139 -2.7019 0.24 0.95 0.77 0.04
H -1.3886 -0.9248 -0.3865 -0.78 -0.21 -1.77 0.29
H 0.7787 -0.7155 1.5064 3.27 1.13 1.46 0.19

45
Properties=species:S:1:pos:R:3:forces:R:3:nbo_charge:R:1 method="wB97M-V/def2-TZVPD" de_lowest_kj_mol=0.0 largest_force_ev_per_a=3.6 spin_multiplicity=1 total_charge=-3 homo_ha=-0.0802 orbital_gap_ev=3.29
K -0.8844 5.1023 -5.4307 -0.48 -0.33 0.42 1.00
K -6.7700 -4.0099 -11.1847 -0.32 -0.01 0.66 1.00
C -9.7344 -2.6493 2.3440 -0.49 -2.97 0.24 0.74
F -9.7731 -2.2866 1.0759 0.44 0.75 -0.16 -0.31
F -8.6389 -2.2132 2.9743 -0.44 0.56 -0.34 -0.32
F -10.8448 -2.1792 2.9457 0.52 0.38 0.00 -0.34
S -9.7658 -4.6021 2.4311 0.83 -3.14 0.53 2.22
O -10.5290 -5.1188 1.2646 0.80 1.67 1.57 -0.98
O -8.3421 -5.0925 2.4240 -2.32 1.80 -0.08 -0.99
O -10.4220 -4.8551 3.7445 0.59 0.90 -1.55 -1.02
C -12.3766 -0.6278 -8.5190 -0.86 -1.78 -0.25 0.73
F -13.4653 -0.3278 -7.8123 -0.44 0.16 0.30 -0.33
F -11.8356 0.4960 -8.9070 0.77 1.01 -0.50 -0.32
F -11.5258 -1.2609 -7.6823 -0.31 0.21 -0.70 -0.32
S -12.9054 -1.7430 -10.0078 -1.26 -1.75 -1.51 2.25
O -13.7402 -2.8069 -9.3906 1.36 1.88 -0.39 -0.98
O -13.6553 -0.9623 -11.0370 1.13 -0.21 2.14 -1.00
O -11.6170 -2.2138 -10.5329 -0.28 0.47 0.63 -1.03
C -5.6442 -1.0822 -4.3320 -0.06 0.20 -0.18 0.74
F -6.9945 -1.1580 -4.3341 0.84 0.30 -0.36 -0.32
F -5.3044 -0.3743 -3.2108 0.01 -0.57 -1.27 -0.33
F -5.2023 -2.3447 -4.1934 0.22 0.62 -0.06 -0.33
S -4.9619 -0.2258 -6.0145 0.76 -0.89 -0.68 2.28
O -4.9266 -1.2905 -7.0697 -0.28 1.29 1.90 -1.02
O -5.9478 0.8070 -6.2013 -0.56 0.01 -0.14 -0.99
O -3.6301 0.3327 -5.7352 -0.61 -0.81 0.32 -1.02
C -5.7052 4.4090 -0.3057 3.43 0.47 -1.08 0.74
F -6.0680 3.9807 -1.4959 -0.42 -0.72 -0.92 -0.32
F -6.3341 5.5099 -0.0687 -1.29 2.40 0.37 -0.32
F -6.0108 3.5752 0.6177 -0.64 -2.05 1.47 -0.30
S -3.8196 4.7611 -0.2691 1.51 1.70 1.12 2.27
O -3.5990 5.8496 -1.2512 -0.67 -1.13 0.06 -1.05
O -3.5827 5.2212 1.0975 -0.96 0.22 -0.15 -1.02
O -3.0634 3.5525 -0.4942 -0.62 -0.64 -1.12 -0.99
C -8.6090 -6.6660 -6.1383 -0.41 -2.29 -0.80 0.73
F -9.9247 -6.8647 -6.3645 0.00 -0.22 -0.95 -0.34
F -8.1685 -5.7021 -6.9128 0.10 1.06 -0.68 -0.33
F -8.5753 -6.3016 -4.9085 1.00 0.66 2.19 -0.30
S -7.5525 -8.2530 -6.5306 2.09 -1.77 -0.10 2.25
O -6.5834 -7.8016 -7.5575 -1.34 0.28 0.44 -1.03
O -6.8280 -8.6681 -5.3121 -1.44 1.02 -0.77 -0.99
O -8.4925 -9.2696 -7.0184 0.10 1.21 0.31 -1.00
O -1.8273 -4.1672 -8.0211 0.20 -0.19 -0.04 -0.92
H -1.2995 -4.2449 -8.8159 0.16 -0.04 -0.14 0.45
H -2.5431 -3.5803 -8.2648 -0.34 0.30 0.25 0.48

no.,molar mass (Da)
1,247.28
2,355.03
3,255.43
4,217.99
5,159.60
6,841.56